[1]
An isolated molecule of C4H6O2, computed with ωB97M-V/def2-TZVPD.

Cartesian coordinates (Å):
O  0.13408  2.38323  0.58845
C  -0.32736  2.02282  -0.45969
O  -0.22627  0.79126  -0.98438
C  0.51440  -0.13277  -0.20725
C  0.07466  -1.55128  -0.31535
C  -0.16303  -0.77215  0.95503
H  -0.89859  2.66054  -1.15115
H  1.57050  0.11318  -0.14858
H  -0.78142  -1.75324  -0.95239
H  0.84208  -2.31941  -0.32179
H  -1.17746  -0.44696  1.16648
H  0.43841  -0.99521  1.83061

Force components x, y, z for each atom (eV/Å):
O -0.146 -0.151 -0.422
C 0.095 0.189 0.222
O -0.044 0.121 0.038
C 0.177 -0.134 0.087
C 0.031 -0.133 -0.144
C -0.048 0.044 0.175
H 0.044 -0.067 0.106
H -0.172 -0.039 0.017
H 0.131 0.066 0.115
H -0.129 0.132 0.004
H 0.161 -0.075 -0.056
H -0.100 0.046 -0.142

Output
relative energy (zero: lowest compared OMol25 entry of this formula, charge and spin): 1.2538 eV
SMILES: O=COC1CC1

Results of the natural (NBO) charge analysis, in e, for atoms 1 through 2: number 1, O, carries -0.57; number 2, C, carries 0.65

=====

[2]
An isolated molecule of C4H6O2 in a non-equilibrium geometry, computed with ωB97M-V/def2-TZVPD.

Cartesian coordinates (Å):
C  0.64985  -1.20268  0.15247
C  -1.19861  0.03011  -0.13745
C  -0.20787  1.01191  0.05559
C  1.05594  0.78563  -0.23797
H  0.97572  -2.35266  0.15568
H  0.41989  -1.01134  1.27655
H  -2.01746  -0.22719  0.60587
H  -1.68085  0.58087  -1.13888
H  -0.58339  2.03181  0.23230
H  1.69288  1.86579  -0.14510
O  -0.65870  -1.12950  -0.45568
O  1.55260  -0.38276  -0.36338

Force components x, y, z for each atom (eV/Å):
C -2.442 -6.183 3.203
C -5.233 1.833 -1.834
C 0.203 3.147 1.276
C 0.455 8.731 1.158
H -0.507 2.702 -0.696
H 0.830 0.224 -1.552
H 0.630 1.391 -0.401
H 0.170 -1.912 2.146
H 0.587 -0.481 -0.064
H -0.823 -3.758 -0.684
O 3.160 -3.636 -1.417
O 2.970 -2.059 -1.136

Output
relative energy (zero: lowest compared OMol25 entry of this formula, charge and spin): 3.9054 eV
SMILES: C1=COCOC1

Results of the natural (NBO) charge analysis, in e, for atoms 1 through 2: number 1, C, carries 0.19; number 2, C, carries -0.08

=====

[3]
An isolated molecule of C4H6O2 in a non-equilibrium geometry, computed with ωB97M-V/def2-TZVPD.

Cartesian coordinates (Å):
C  -0.17871  -0.44669  1.55082
C  0.44436  0.04628  0.26123
C  -0.20268  -0.41551  -1.04253
C  0.18234  0.83092  -1.68455
O  0.32867  1.43316  -2.67882
O  0.11688  1.40336  -0.11126
H  -1.27073  -0.37042  1.51191
H  0.18298  0.15222  2.39213
H  0.08891  -1.49437  1.73858
H  1.53279  -0.05815  0.29504
H  -0.14293  -1.39547  -1.55121
H  -1.08188  0.31468  -0.68133

Force components x, y, z for each atom (eV/Å):
C -0.020 0.201 -0.017
C 0.180 0.058 0.168
C -0.585 0.364 0.245
C 0.051 1.684 1.061
O 0.091 -0.454 1.015
O 1.549 0.585 -1.325
H 0.138 0.025 -0.004
H -0.049 -0.086 -0.104
H -0.021 0.215 -0.100
H -0.038 -0.129 -0.083
H -0.565 0.595 0.390
H -0.732 -3.059 -1.247

Output
relative energy (zero: lowest compared OMol25 entry of this formula, charge and spin): 2.9248 eV
SMILES: C[C@H]1CC(=O)O1

Results of the natural (NBO) charge analysis, in e, for atoms 1 through 2: number 1, C, carries -0.63; number 2, C, carries 0.09

=====

[4]
An isolated molecule of C4H6O2, computed with ωB97M-V/def2-TZVPD.

Cartesian coordinates (Å):
O  -0.60154  -1.95023  -1.01595
C  -0.57299  -1.92903  0.18762
O  -0.10384  -0.97730  1.00571
C  0.51066  0.23049  0.57697
C  -0.33847  1.38984  0.14832
C  0.58444  0.70519  -0.83689
H  -0.95384  -2.74219  0.83096
H  1.33065  0.42560  1.26128
H  -1.41178  1.20048  0.06803
H  -0.08153  2.38432  0.50504
H  0.11656  0.09001  -1.59258
H  1.52169  1.17282  -1.13853

Force components x, y, z for each atom (eV/Å):
O 0.045 0.099 0.736
C -0.045 -0.153 -0.301
O -0.144 -0.116 -0.150
C -0.013 0.192 0.138
C -0.035 0.073 0.059
C 0.050 -0.154 -0.158
H 0.046 0.125 -0.187
H -0.052 0.008 -0.261
H 0.401 0.020 -0.133
H -0.038 -0.247 0.034
H 0.121 0.109 0.103
H -0.336 0.044 0.122

Output
relative energy (zero: lowest compared OMol25 entry of this formula, charge and spin): 1.4853 eV
SMILES: O=COC1CC1

Results of the natural (NBO) charge analysis, in e, for atoms 1 through 2: number 1, O, carries -0.59; number 2, C, carries 0.66

=====

[5]
An isolated molecule of C4H6O2, computed with ωB97M-V/def2-TZVPD.

Cartesian coordinates (Å):
C  -0.80799  1.64376  -1.15701
C  -0.59400  0.52658  -0.17087
O  -1.22869  0.35591  0.83664
C  0.78063  -1.52681  1.48213
C  0.93924  -1.29413  0.18594
O  0.44130  -0.25403  -0.57898
H  -0.81574  1.26452  -2.18153
H  0.01842  2.35685  -1.07203
H  -1.74612  2.14884  -0.92617
H  0.16737  -0.91456  2.12704
H  1.29273  -2.38429  1.90616
H  1.55285  -1.92264  -0.45131

Force components x, y, z for each atom (eV/Å):
C -0.068 0.037 -0.011
C -0.239 0.123 0.276
O 0.281 0.047 -0.432
C -0.015 0.048 -0.134
C 0.098 -0.194 0.225
O -0.062 0.009 0.069
H 0.006 0.027 0.146
H -0.096 -0.109 -0.006
H 0.139 -0.078 -0.038
H 0.090 -0.094 -0.091
H -0.058 0.107 -0.112
H -0.076 0.078 0.107

Output
relative energy (zero: lowest compared OMol25 entry of this formula, charge and spin): 0.8210 eV
SMILES: C=COC(C)=O

Results of the natural (NBO) charge analysis, in e, for atoms 1 through 2: number 1, C, carries -0.72; number 2, C, carries 0.80

=====

[6]
A structure of composition C4H6O2P in a non-equilibrium geometry, computed with ωB97M-V/def2-TZVPD.

Cartesian coordinates (Å):
C  -1.12321  -1.42044  0.49136
C  -0.34782  -0.44036  0.76096
C  2.48500  -0.90775  0.01792
C  0.73929  0.08943  -0.02068
O  3.29319  -0.15197  0.47985
O  2.29076  -2.05285  -0.31542
P  1.12659  1.85711  0.04415
H  -2.05634  -1.67454  1.18895
H  -1.00877  -2.09893  -0.31337
H  -0.53261  0.14640  1.77075
H  0.44095  0.01649  -1.19105
H  2.31040  1.96194  -0.83293
H  1.85265  1.87505  1.34087

Force components x, y, z for each atom (eV/Å):
C -4.651 -3.144 1.724
C 1.467 4.192 3.102
C -2.443 0.307 0.816
C 1.431 -0.470 -4.099
O 1.092 0.023 -0.127
O 0.342 -0.053 -0.325
P 0.582 0.668 1.015
H 2.237 0.498 -1.367
H 0.186 -0.282 -0.950
H 0.224 -1.143 -1.857
H 0.690 -0.295 2.366
H -0.819 -0.412 0.860
H -0.337 0.110 -1.158

Output
relative energy (zero: lowest compared OMol25 entry of this formula, charge and spin): 2.3862 eV
net charge: -1

Results of the natural (NBO) charge analysis, in e, for atoms 1 through 2: number 1, C, carries -0.46; number 2, C, carries -0.19